Record 1
C40H85B2O19 | ωB97M-V/def2-TZVPD

Structure (XYZ):
```
146
Properties=species:S:1:pos:R:3:mulliken_charge:R:1
C 9.09 -3.05 0.43 -0.555
O 7.77 -3.01 0.99 -0.439
B 6.90 -2.42 0.02 0.228
O 7.40 -1.35 -0.83 -0.682
B 5.32 -2.95 -0.24 1.214
O 4.45 -2.96 1.00 -0.722
C 3.72 -1.79 1.17 -1.218
C 2.17 -1.98 0.97 1.224
C 1.57 -0.52 0.98 -1.562
C 1.82 -2.71 -0.36 -1.219
C 0.41 -3.40 -0.38 1.117
C 0.23 -4.42 0.80 -1.347
C -0.79 -2.40 -0.52 -1.299
H 9.77 -3.72 1.00 0.222
H 9.52 -2.02 0.44 0.224
H 9.09 -3.39 -0.63 0.129
H 6.98 -1.54 -1.67 0.286
H 4.76 -2.26 -1.07 -0.415
H 5.36 -4.08 -0.66 -0.385
H 4.06 -0.93 0.55 0.409
H 3.84 -1.45 2.24 0.175
H 1.73 -2.47 1.86 0.275
H 0.48 -0.49 0.81 0.342
H 2.15 0.06 0.23 0.312
H 1.75 -0.04 1.97 0.330
H 1.90 -1.96 -1.18 0.259
H 2.55 -3.50 -0.62 0.288
H 0.40 -4.03 -1.30 0.199
H 1.18 -4.96 0.99 0.304
H -0.52 -5.17 0.43 0.190
H -0.19 -3.93 1.70 0.423
H -0.49 -1.39 -0.84 0.199
H -1.47 -2.79 -1.31 0.238
H -1.36 -2.42 0.44 0.322
O -1.72 0.74 -2.16 -0.581
C -2.85 0.60 -1.77 0.903
O -3.56 -0.49 -2.11 -0.361
C -4.82 -0.82 -1.54 -0.387
C -5.96 -0.11 -2.24 -1.027
C -3.51 1.68 -0.95 -0.319
H -4.82 -0.64 -0.46 0.353
H -4.93 -1.90 -1.67 0.375
H -5.87 0.98 -2.15 0.267
H -6.92 -0.41 -1.83 0.361
H -5.94 -0.33 -3.31 0.305
H -3.89 2.45 -1.62 0.252
H -2.75 2.11 -0.30 -0.418
H -4.30 1.33 -0.30 0.312
O -2.84 2.75 1.72 -0.624
C -1.77 2.99 2.21 0.853
O -1.55 2.72 3.50 -0.393
C -0.26 2.77 4.11 -0.301
C 0.07 4.18 4.56 -0.751
C -0.69 3.67 1.41 -0.917
H 0.51 2.35 3.46 0.180
H -0.32 2.12 4.98 0.344
H 0.12 4.87 3.72 0.159
H 1.03 4.21 5.07 0.385
H -0.70 4.56 5.23 0.218
H -0.86 4.74 1.42 0.196
H -0.74 3.30 0.38 0.312
H 0.32 3.46 1.76 0.336
O -0.18 7.26 4.22 -0.572
C -0.73 7.87 5.10 0.676
O -0.74 7.37 6.35 -0.385
C -1.19 8.11 7.49 -0.458
C -2.70 8.00 7.65 -0.650
C -1.47 9.15 4.82 -0.448
H -0.84 9.14 7.45 0.385
H -0.71 7.65 8.35 0.336
H -3.22 8.44 6.80 -0.015
H -3.02 8.52 8.55 0.373
H -3.00 6.96 7.71 0.300
H -2.47 8.90 4.45 -0.023
H -0.93 9.69 4.04 0.119
H -1.55 9.82 5.67 0.336
O -5.74 11.06 6.44 -0.584
C -6.03 10.59 5.37 0.775
O -5.11 9.97 4.64 -0.397
C -5.40 9.22 3.45 -0.322
C -5.46 10.11 2.23 -0.952
C -7.42 10.78 4.81 -0.983
H -6.31 8.62 3.57 0.315
H -4.58 8.51 3.33 0.324
H -6.26 10.85 2.30 0.356
H -5.62 9.52 1.33 0.373
H -4.53 10.66 2.12 0.161
H -7.48 11.76 4.33 0.257
H -8.13 10.74 5.63 0.308
H -7.72 10.01 4.10 0.329
O 5.85 -5.30 -2.80 -0.462
C 6.71 -6.12 -2.70 0.656
O 6.38 -7.43 -2.63 -0.361
C 7.34 -8.48 -2.70 -0.418
C 7.95 -8.76 -1.34 -0.946
C 8.15 -5.71 -2.57 -0.840
H 8.09 -8.28 -3.46 0.367
H 6.79 -9.36 -3.03 0.308
H 8.49 -7.90 -0.95 0.256
H 8.64 -9.61 -1.39 0.345
H 7.16 -8.99 -0.61 0.298
H 8.35 -5.46 -1.53 0.086
H 8.31 -4.83 -3.19 0.343
H 8.86 -6.47 -2.91 0.346
O -2.04 -6.37 -0.54 -0.598
C -1.76 -7.15 -1.41 0.850
O -1.01 -6.75 -2.44 -0.334
C -0.47 -7.64 -3.42 -0.545
C -1.46 -7.93 -4.52 -0.784
C -2.31 -8.55 -1.40 -1.171
H -0.08 -8.55 -2.95 0.340
H 0.40 -7.12 -3.84 0.413
H -2.35 -8.43 -4.14 0.235
H -1.01 -8.56 -5.28 0.220
H -1.80 -7.00 -4.99 0.370
H -3.32 -8.54 -1.82 0.257
H -2.36 -8.89 -0.37 0.312
H -1.70 -9.27 -1.94 0.383
O -0.94 -10.59 -5.21 -0.522
C -0.65 -11.38 -6.07 0.840
O 0.12 -10.98 -7.10 -0.380
C 0.69 -11.87 -8.06 -0.427
C -0.29 -12.17 -9.18 -0.960
C -1.19 -12.78 -6.06 -1.132
H 1.07 -12.77 -7.58 0.369
H 1.55 -11.35 -8.47 0.321
H -1.19 -12.67 -8.81 0.274
H 0.17 -12.80 -9.94 0.353
H -0.62 -11.24 -9.65 0.304
H -2.19 -12.78 -6.49 0.262
H -1.25 -13.12 -5.03 0.324
H -0.56 -13.51 -6.59 0.359
O -2.62 9.34 1.71 -0.397
C -1.80 10.00 1.13 0.862
O -1.70 11.31 1.41 -0.355
C -0.63 12.15 0.93 -0.442
C -0.93 12.67 -0.46 -1.038
C -0.94 9.41 0.05 -1.093
H 0.32 11.63 0.99 0.368
H -0.58 12.98 1.63 0.339
H -1.01 11.86 -1.18 0.274
H -0.14 13.35 -0.79 0.382
H -1.88 13.21 -0.47 0.302
H -1.49 9.40 -0.88 0.276
H -0.70 8.38 0.33 0.200
H 0.01 9.92 -0.09 0.382
```

Properties
Maximum force, eV/A: 2.1
HOMO-LUMO gap, eV: 4.543
Energy above the lowest of the compared OMol25 structures with the same formula, charge and spin, kcal/mol: 35.5
Net charge: -1
M, g/mol: 891.73

Record 2
C21H21ClO6 | ωB97M-V/def2-TZVPD

Structure (XYZ):
```
49
Properties=species:S:1:pos:R:3:mulliken_charge:R:1
C -1.08 5.50 -4.64 -1.221
C 0.08 4.73 -4.21 -0.182
O -0.23 3.57 -3.39 -0.247
C 0.82 3.01 -2.73 0.130
O 1.99 3.47 -2.76 -0.771
C 0.63 1.92 -1.74 0.166
C 1.40 1.39 -0.74 -0.454
O 2.58 2.10 -0.44 -0.561
C 0.94 0.19 0.04 2.492
C 1.44 0.30 1.57 -1.135
C 1.46 -0.98 2.41 -0.606
C 1.18 -2.24 1.63 0.665
C 0.83 -3.45 2.28 -0.724
C 0.53 -3.77 3.63 0.360
O 0.91 -2.99 4.58 -0.643
O 0.25 -5.11 3.84 -0.282
C -0.50 -5.45 4.97 -0.646
C 1.18 -2.31 0.17 -0.794
C 1.57 -1.09 -0.65 -1.116
C -0.65 0.20 0.06 -0.068
C -1.43 -0.60 0.95 -0.189
C -2.84 -0.77 0.89 -1.204
C -3.52 -0.08 -0.13 0.536
Cl -5.16 -0.34 -0.13 -0.208
C -2.83 0.70 -1.17 -1.241
C -1.39 0.72 -1.04 0.404
C -0.49 1.16 -2.04 0.574
O -0.74 0.77 -3.19 -0.656
H -1.57 5.91 -3.72 0.306
H -0.75 6.47 -5.12 0.356
H -1.76 4.92 -5.27 0.315
H 0.73 5.39 -3.62 0.332
H 0.67 4.52 -5.12 0.306
H 2.73 2.69 -1.20 0.468
H 2.46 0.71 1.53 0.400
H 0.83 1.16 2.06 0.349
H 2.49 -1.10 2.84 0.548
H 0.92 -0.89 3.37 0.321
H 0.77 -4.35 1.70 0.405
H -1.61 -5.35 4.61 0.231
H -0.48 -6.46 5.36 0.265
H -0.36 -4.76 5.84 0.287
H 1.68 -3.24 -0.32 0.527
H 0.17 -2.55 -0.10 0.465
H 1.18 -1.25 -1.70 0.248
H 2.66 -0.91 -0.64 0.452
H -1.10 -1.14 1.83 0.153
H -3.25 -1.38 1.73 0.375
H -3.33 1.03 -2.05 0.510
```

Properties
Maximum force, eV/A: 6.3
HOMO-LUMO gap, eV: 8.972
Energy above the lowest of the compared OMol25 structures with the same formula, charge and spin, kcal/mol: 76.5
M, g/mol: 404.85
SMILES: CCOC(=O)C1=C(O)C2(CCC(=CC(=O)OC)CC2)c2ccc(Cl)cc2C1=O

Record 3
C3H2Cl2N2O | ωB97M-V/def2-TZVPD

Structure (XYZ):
```
10
Properties=species:S:1:pos:R:3:mulliken_charge:R:1
C -0.92 -0.84 -0.98 0.086
C -1.21 0.19 -0.24 -0.200
C 1.07 0.94 0.95 -0.023
N 1.21 -0.37 1.03 -0.089
N 1.14 -1.38 0.27 -0.134
O 0.38 -1.38 -0.86 -0.163
Cl -2.75 0.69 0.18 -0.147
Cl 1.23 1.96 -0.49 -0.092
H -1.48 -1.29 -1.76 0.414
H 1.32 1.50 1.91 0.347
```

Properties
Maximum force, eV/A: 2.9
HOMO-LUMO gap (alpha / beta), eV: 8.109 / 7.131
Energy above the lowest of the compared OMol25 structures with the same formula, charge and spin, kcal/mol: 166.7
M, g/mol: 152.97

Record 4
C4H9NO3S | ωB97M-V/def2-TZVPD

Structure (XYZ):
```
18
Properties=species:S:1:pos:R:3:mulliken_charge:R:1
C -0.06 -0.26 1.15 -1.236
C 0.37 0.11 -0.37 1.525
C 1.30 -0.95 -0.78 -1.510
C 0.96 1.52 -0.37 -1.640
N -1.37 -0.85 1.07 -0.303
O -3.22 -0.72 -0.67 -0.577
O -2.36 1.34 0.34 -0.554
O -0.84 0.01 -1.09 -0.462
S -2.17 -0.02 -0.07 1.089
H 0.67 -0.94 1.46 0.571
H 0.02 0.69 1.61 0.433
H 1.46 -1.01 -1.88 0.376
H 0.78 -1.87 -0.44 0.343
H 2.18 -0.74 -0.18 0.366
H 1.27 1.93 -1.26 0.447
H 1.92 1.43 0.28 0.327
H 0.32 2.18 0.09 0.412
H -1.23 -1.84 1.10 0.394
```

Properties
Maximum force, eV/A: 4.6
HOMO-LUMO gap, eV: 10.996
Energy above the lowest of the compared OMol25 structures with the same formula, charge and spin, kcal/mol: 22.3
M, g/mol: 151.19

Record 5
C4H11NO | ωB97M-V/def2-TZVPD

Structure (XYZ):
```
17
Properties=species:S:1:pos:R:3:mulliken_charge:R:1
C 1.64 -1.55 0.69 -0.945
N 0.25 -1.24 0.41 -0.160
C 0.03 -0.50 -0.83 -0.805
C -0.09 1.06 -0.59 -0.505
C -1.51 1.45 -0.18 -0.555
O -1.80 0.99 1.11 -0.507
H 2.42 -0.84 0.32 0.294
H 2.00 -2.51 0.34 0.299
H 1.68 -1.41 1.79 0.324
H -0.49 -1.83 0.75 0.219
H -0.89 -0.69 -1.37 0.441
H 0.82 -0.70 -1.56 0.349
H 0.01 1.49 -1.63 0.305
H 0.72 1.35 0.10 0.335
H -1.56 2.61 -0.07 0.255
H -2.15 1.04 -1.00 0.344
H -1.11 1.27 1.71 0.314
```

Properties
Maximum force, eV/A: 2.8
HOMO-LUMO gap, eV: 9.199
Energy above the lowest of the compared OMol25 structures with the same formula, charge and spin, kcal/mol: 47.5
M, g/mol: 89.14
SMILES: CNCCCO

Record 6
C12H13NOSe | ωB97M-V/def2-TZVPD

Structure (XYZ):
```
28
Properties=species:S:1:pos:R:3:mulliken_charge:R:1
C 1.63 0.35 1.50 -0.011
C -3.68 1.13 2.11 -0.113
C -3.97 0.64 0.87 -0.446
C -2.45 0.78 2.76 -0.726
C -3.07 -0.17 0.20 -0.203
C -1.54 0.00 2.04 -0.007
C -1.84 -0.50 0.79 -0.122
C 1.62 -1.33 -2.57 -0.151
C 2.85 -1.20 -0.53 -0.989
C 2.43 0.94 -1.90 -1.691
C 0.58 -0.20 -0.65 -0.544
C 1.79 -0.38 -1.49 1.235
N 1.78 0.83 2.53 -0.605
O 0.79 -2.23 -2.59 -0.477
Se -0.57 -1.57 -0.20 0.289
H -4.46 1.84 2.61 0.237
H -5.00 0.93 0.35 0.216
H -2.24 1.32 3.73 0.340
H -3.32 -0.64 -0.74 0.382
H -0.60 -0.24 2.50 0.370
H 2.45 -1.09 -3.33 0.248
H 2.68 -0.69 0.44 0.293
H 3.65 -0.83 -1.11 0.447
H 2.67 -2.31 -0.70 0.347
H 1.69 1.63 -2.26 0.451
H 3.20 0.70 -2.54 0.545
H 2.93 1.48 -1.02 0.318
H 0.00 0.81 -0.77 0.369
```

Properties
Maximum force, eV/A: 3.6
HOMO-LUMO gap (alpha / beta), eV: 7.931 / 7.932
Energy above the lowest of the compared OMol25 structures with the same formula, charge and spin, kcal/mol: 64.8
M, g/mol: 266.20

Record 7
C3H11NO2 | ωB97M-V/def2-TZVPD

Structure (XYZ):
```
17
Properties=species:S:1:pos:R:3:mulliken_charge:R:1
C -0.87 1.65 0.65 -1.089
C -0.25 0.51 0.97 0.934
C -0.82 -0.53 1.88 -1.458
N 1.01 0.15 0.46 -0.448
H -0.36 2.43 0.09 0.320
H -1.81 1.97 1.06 0.280
H -0.26 -0.45 2.82 0.326
H -0.67 -1.58 1.61 0.367
H -1.89 -0.47 2.07 0.354
H 1.31 -0.70 0.90 0.204
H 1.71 0.87 0.48 0.226
O -0.46 0.30 -2.47 -0.719
H -0.34 0.82 -1.64 0.384
H 0.26 0.53 -3.04 0.310
O 0.90 -2.11 -2.13 -0.623
H 0.77 -1.16 -1.97 0.323
H 1.77 -2.24 -1.74 0.309
```

Properties
Maximum force, eV/A: 1.1
HOMO-LUMO gap, eV: 9.522
Energy above the lowest of the compared OMol25 structures with the same formula, charge and spin, kcal/mol: 12.0
M, g/mol: 93.13
SMILES: C=C(C)N.O.O

Record 8
C26H20F5HgN4O4S2Se | ωB97M-V/def2-TZVPD

Structure (XYZ):
```
63
Properties=species:S:1:pos:R:3:mulliken_charge:R:1
Hg 0.27 -0.76 -0.74 0.939
O 4.52 -0.70 -2.54 -0.770
C 3.45 -0.86 -1.95 -0.041
O 2.31 -0.44 -2.24 -0.551
C 3.54 -1.71 -0.66 0.353
C 4.76 -2.22 -0.24 -0.353
C 4.80 -2.99 0.91 -0.308
C 3.63 -3.22 1.61 -0.593
C 2.45 -2.66 1.14 0.116
N 2.43 -1.92 0.03 0.121
C 1.15 -2.82 1.94 0.157
O 1.06 -3.87 2.61 -0.838
O 0.33 -1.89 1.83 -0.682
H 5.64 -2.00 -0.83 0.511
H 5.74 -3.40 1.26 0.395
H 3.59 -3.83 2.50 0.483
C -0.90 -4.88 0.10 -0.920
C -2.04 -3.97 0.37 0.677
N -2.15 -2.76 -0.05 -0.083
C -3.32 -2.17 0.36 0.002
C -4.13 -2.97 1.11 -0.546
S -3.40 -4.51 1.32 -0.313
C -3.67 -0.80 -0.02 -0.131
C -4.91 -0.42 -0.43 -0.535
S -4.93 1.26 -0.75 -0.285
C -3.25 1.34 -0.31 0.537
N -2.74 0.21 0.05 -0.062
C -2.51 2.63 -0.33 -0.735
H -0.43 -4.59 -0.84 0.202
H -0.16 -4.78 0.90 0.119
H -1.22 -5.92 0.05 0.441
H -5.07 -2.71 1.56 0.487
H -5.77 -1.04 -0.60 0.472
H -2.69 3.19 0.59 0.336
H -2.83 3.24 -1.18 0.363
H -1.45 2.43 -0.42 -0.058
C 1.67 2.67 3.96 -1.984
C 1.38 1.30 3.34 2.590
C 2.65 0.45 3.29 -1.242
C 0.27 0.57 4.11 -1.594
C 0.91 1.51 1.96 -0.459
N 0.54 1.68 0.89 -0.407
H 2.03 2.53 4.98 0.417
H 0.77 3.29 3.98 0.403
H 2.44 3.20 3.39 0.403
H 3.00 0.27 4.31 0.438
H 3.44 0.95 2.73 0.411
H 2.43 -0.51 2.82 0.010
H 0.61 0.41 5.14 0.401
H 0.06 -0.39 3.65 0.265
H -0.64 1.16 4.13 0.380
F -0.51 6.11 -5.99 -0.342
C -0.81 4.90 -5.46 0.639
C -0.16 4.44 -4.33 -0.273
F 0.79 5.21 -3.76 -0.333
C -0.48 3.21 -3.80 0.645
F 0.22 2.83 -2.72 -0.232
C -1.46 2.37 -4.34 -0.495
Se -1.94 0.71 -3.58 -0.402
C -2.08 2.87 -5.49 0.356
F -3.04 2.16 -6.11 -0.340
C -1.78 4.10 -6.04 0.168
F -2.42 4.54 -7.15 -0.330
```

Properties
Multiplicity: 2
Maximum force, eV/A: 0.5
HOMO-LUMO gap (alpha / beta), eV: 5.161 / 5.424
Net charge: -2
M, g/mol: 891.14